ORCA calculation (ωB97M-V/def2-TZVPD) on 2 unconnected molecules or ions with the total composition C6H15NOP in a non-equilibrium geometry.

Output
Kohn-Sham gap: 8.80 eV
electronic energy: -708.56239 a.u.
E_HOMO: -11.9 eV
energy above the lowest of the compared OMol25 structures with the same formula, charge and spin: 531.8 kJ/mol

Structure (ORCA input):
```
! wB97M-V def2-TZVPD RIJCOSX def2/J DEFGRID3
* xyz 1 1
H -0.66415 2.28388 3.23027
H 0.11735 2.52324 1.25100
H -0.43768 -0.91316 1.01974
H -2.07498 -1.61333 -1.94241
H -0.72078 1.76060 -0.09452
H -0.81606 -1.46858 -6.66281
P 0.11601 -1.94514 -5.64847
H -0.01493 -3.39280 -5.76267
H 2.18331 1.40447 2.17696
N 0.31442 -0.75629 0.32895
C -0.22696 1.56056 0.86240
H -0.53890 0.53771 3.60562
C -1.11506 1.30048 3.07745
H -2.12254 1.31008 3.49581
C 0.92812 0.58105 0.61734
C 1.85543 0.42795 1.81319
H 2.74906 -0.13841 1.53295
H 0.97935 -1.53336 0.38155
H 1.38238 -0.10535 2.64053
H 1.50210 0.87361 -0.26639
C -0.66976 -1.47585 -3.96321
H -0.14297 -0.77416 -0.59026
C -1.36279 -1.40018 -2.83311
O -1.21201 0.94859 1.69542
*
```


ORCA calculation (ωB97M-V/def2-TZVPD) on 13 unconnected molecules or ions with the total composition C52H143N13O13 in a non-equilibrium geometry.

Output
Kohn-Sham gap: 9.03 eV
electronic energy: -3756.31582 a.u.
E_HOMO: -9.0 eV
energy above the lowest of the compared OMol25 structures with the same formula, charge and spin: 1114.2 kJ/mol

Structure (ORCA input):
```
! wB97M-V def2-TZVPD RIJCOSX def2/J DEFGRID3
* xyz 0 1
H -26.87949 6.79877 -21.19761
H -27.76632 -4.68205 -6.02521
H -32.99385 9.91258 -18.40300
C -33.09325 10.73285 -17.69209
C -16.24829 3.85857 -23.71490
H -31.23991 3.73807 -15.83655
H -19.11649 0.71537 -8.39216
H -24.67657 10.17264 -23.63380
H -13.74221 2.48533 -9.32806
H -23.48100 1.15260 -23.00591
H -16.89730 1.13655 -14.81568
H -27.27330 1.03591 -7.83366
O -17.36663 4.19033 -22.97320
H -23.48893 3.76016 -13.15639
C -21.88469 7.50955 -28.98736
H -21.33404 0.70452 -23.01877
N -15.42516 4.24527 -26.11775
H -27.29837 13.59896 -15.89776
H -24.96743 -1.74816 -23.04600
H -25.01705 4.37842 -17.05704
H -26.11540 4.16810 -1.27360
H -22.54590 12.91879 -13.93057
H -26.15799 5.85478 -17.12553
H -22.82179 7.05057 -29.30247
H -23.50958 7.27789 -25.47320
H -19.75305 1.40097 -13.22869
C -25.13249 5.00671 -3.04312
H -16.57144 3.36232 -21.38003
H -28.54907 -0.41077 -15.18330
H -26.76837 -0.37599 -12.83558
N -25.82982 2.72547 -2.71227
H -31.10689 8.75185 -16.81985
C -20.86320 6.44231 -29.25082
C -22.76508 11.55989 -16.27095
H -27.57286 -3.03327 -14.25790
H -21.93991 -1.73648 -13.06044
H -30.93871 2.63052 -13.11402
H -18.78285 -0.02360 -13.19968
O -26.40208 8.79841 -22.15990
H -24.70947 12.24794 -14.29424
H -30.73341 9.92899 -15.58208
H -33.85346 12.24607 -16.15874
H -17.97472 4.32498 -21.08939
H -26.46878 -4.32377 -5.08513
C -25.89038 9.76817 -21.21670
H -32.94437 4.20708 -15.60414
H -18.53568 2.26954 -9.06673
H -23.45454 13.64554 -16.70885
H -23.52574 4.36171 -1.13032
H -14.93932 5.06428 -25.78117
C -24.05474 3.42242 -1.29155
H -25.78470 -0.05660 -15.05156
O -20.75039 -0.20387 -14.07888
C -26.88501 13.80684 -14.91084
C -16.02493 1.78225 -8.65826
H -21.86584 7.09477 -24.82756
H -23.02242 4.46042 -15.52149
C -34.53643 11.20671 -17.54918
H -22.28985 11.09756 -15.40578
N -34.77565 12.30965 -16.56572
H -13.10714 2.50473 -7.83170
C -30.18530 4.27863 -11.98294
H -26.10443 -1.75050 -15.44912
H -21.18707 8.41310 -30.67518
H -25.12573 4.72414 -5.77064
H -30.63091 5.94031 -12.82990
H -22.62350 4.63223 -17.80649
H -27.16062 13.06253 -14.16375
C -26.89658 -2.91648 -6.39727
H -28.21952 -4.76137 -15.66606
H -24.16754 3.12401 -0.24928
H -20.38057 -1.44758 -12.41972
C -25.12562 0.09422 -21.99681
H -23.70842 5.58511 -18.78466
C -24.81479 12.79049 -15.23372
C -31.30833 4.18462 -10.81367
H -27.33464 14.67651 -14.43167
H -13.65514 1.33892 -5.99049
C -18.93091 0.93608 -15.11833
C -18.56171 -0.15460 -16.07614
H -26.26852 -4.25306 -7.93925
H -26.41118 0.14079 -6.64964
H -16.01239 2.79456 -23.73322
H -22.88270 6.45169 -17.58834
H -18.61320 2.05706 -7.39152
H -22.92863 5.68631 -25.01567
H -20.61212 9.17687 -29.39548
N -25.99418 1.26539 -22.10786
H -18.29436 0.24916 -17.05266
H -27.90341 8.14427 -20.78530
H -23.18584 14.11619 -14.28036
C -35.24135 11.61543 -18.85226
H -15.39313 4.37612 -23.28022
N -21.43399 8.70085 -29.73906
C -21.38730 -0.09458 -22.27937
H -26.45384 -2.13957 -5.77397
H -16.49186 5.22718 -21.49726
O -27.53758 -1.05744 -7.99546
H -23.41494 2.78546 -1.90232
H -14.65036 0.32488 -8.18614
H -26.07436 5.27454 -3.52191
N -29.94244 5.70617 -12.12898
H -32.28252 4.57194 -11.11207
H -34.66694 12.47675 -19.19324
H -28.26667 -0.64184 -12.46289
H -29.08930 5.70415 -12.66958
O -24.88194 4.77084 -14.44533
C -27.29065 7.73047 -21.58616
H -19.47996 -0.70906 -16.26974
H -28.27527 -2.77799 -8.13450
N -27.34098 -3.96882 -5.45032
H -15.34979 0.88777 -5.96859
H -30.05046 -4.56752 -15.45177
H -21.09432 0.46239 -21.38941
H -34.82449 13.23671 -16.96356
N -17.71030 1.71329 -14.97847
C -24.39294 5.22842 -16.78127
H -17.73187 -0.80245 -15.79372
H -31.52694 3.17610 -10.46269
H -25.10812 9.20199 -20.71113
C -18.37452 1.50884 -8.30289
H -25.70201 12.93787 -23.02868
H -20.64944 -0.87947 -22.44555
H -14.81974 2.59422 -6.21714
N -25.32142 6.26098 -16.73150
N -27.68881 -0.38740 -13.25121
H -25.50535 6.21634 -15.73939
C -23.42606 12.93157 -15.88573
C -19.51154 0.51067 -13.80932
H -25.65911 1.98544 -2.04645
C -25.18217 10.91197 -21.94212
O -22.71056 -0.52533 -22.18240
H -23.45065 1.28090 -21.27896
H -23.72935 9.77078 -22.46902
H -30.55614 10.40344 -17.23531
H -16.98459 2.18522 -26.08171
C -27.94444 -2.19635 -7.27407
H -35.05907 10.34709 -17.12965
H -25.29859 -0.54288 -21.12946
O -17.11400 0.94451 -8.23823
H -20.30577 6.44135 -30.18750
H -35.22897 10.83511 -19.61322
O -24.07990 4.54012 -3.99030
O -25.47853 13.99593 -15.15356
H -16.23838 2.80679 -8.35350
C -16.53893 4.20006 -25.17955
H -25.05129 -0.31241 -24.14313
C -22.62840 6.63651 -25.45734
C -17.45826 3.14903 -25.89519
O -32.50976 10.37566 -16.51114
H -26.74941 -0.52854 -16.44126
O -31.62888 4.40064 -13.90432
H -25.03629 4.19904 -12.35788
C -14.73909 1.38888 -7.96675
C -28.36090 -2.41603 -14.68932
C -26.11047 11.98059 -22.70485
H -17.59112 3.51640 -26.91278
C -25.37424 -0.74837 -23.19775
C -25.84039 -3.48328 -7.29718
H -23.47738 10.81711 -16.63011
H -28.16666 0.40652 -6.50661
H -29.73178 3.49545 -13.90489
H -29.21091 -2.47664 -14.00969
C -29.13462 -4.23740 -15.94202
H -25.40188 12.08789 -15.82514
H -17.58853 2.37423 -15.73242
C -27.83580 -0.97398 -14.58152
C -27.35638 0.15856 -7.19222
H -23.82841 5.31016 -12.69246
H -32.53990 11.51712 -18.20866
H -23.26438 4.76677 -5.80200
H -23.28121 6.04312 -15.12347
H -25.35717 -2.81887 -8.01352
H -25.98643 1.53793 -23.08037
O -28.87558 -2.83154 -15.98084
C -14.62380 1.54649 -6.44515
C -25.38037 3.86763 -2.02029
C -23.85403 5.14494 -15.35422
H -26.85893 0.74388 -22.12629
C -23.59939 0.57038 -22.09206
H -16.00401 1.57038 -9.72726
H -25.08421 -4.01740 -6.72186
H -28.90195 -1.95395 -6.81309
C -24.19421 5.05670 -5.31264
H -21.28508 8.27239 -27.25929
H -16.90091 5.21878 -25.31836
H -26.59293 11.46269 -23.53377
N -22.57574 13.47812 -14.77102
C -21.20412 -0.94368 -12.92563
H -24.27373 6.14197 -5.24958
H -36.27812 11.93701 -18.75328
H -26.66860 10.17849 -20.57318
H -15.55369 4.45726 -27.09685
H -23.15522 8.29373 -27.38810
H -31.12271 4.79806 -9.93200
H -19.75996 1.50536 -15.53869
H -29.25265 -4.61381 -16.95813
C -23.31964 5.47030 -17.77285
C -22.21296 7.76060 -27.51465
C -32.06486 3.77680 -15.12518
C -17.04613 4.30280 -21.65977
O -22.33061 6.52759 -26.86539
H -18.40393 2.93672 -25.39645
H -24.85142 5.93951 -2.55426
H -24.66287 11.56818 -21.24368
H -19.98481 6.59778 -28.62444
C -30.59356 3.65453 -13.25672
N -13.53347 1.90793 -8.52610
H -26.96600 12.15771 -22.05309
H -29.29497 3.82265 -11.54994
N -24.11423 10.59460 -22.90867
H -26.42098 -1.05229 -23.20684
H -22.00840 11.54642 -17.05541
H -27.94564 7.38558 -22.38625
H -21.62775 -0.15825 -12.29974
H -21.29591 5.46332 -29.04481
C -24.32878 4.45489 -13.14660
C -26.54715 -0.75595 -15.39461
H -32.32683 2.77206 -14.79354
C -31.18156 9.80985 -16.56852
H -25.18102 2.36475 -3.39713
*
```


ORCA calculation (ωB97M-V/def2-TZVPD) on a molecular structure, C8H18OSSi in a non-equilibrium geometry.

Output
Kohn-Sham gap (spin up / spin down): 8.20 / 8.30 eV
electronic energy: -1078.35838 a.u.
E_HOMO (spin up / spin down): -8.1 / -8.5 eV
energy above the lowest of the compared OMol25 structures with the same formula, charge and spin: 334.2 kJ/mol

Structure (ORCA input):
```
! wB97M-V def2-TZVPD RIJCOSX def2/J DEFGRID3
* xyz 0 1
C -1.73785 1.69081 0.32264
O -3.26587 -0.51259 -0.10059
H -1.09499 -2.26324 1.99294
H 0.19571 -0.39490 -2.53751
S -1.94316 0.03766 -0.47560
C 0.75371 2.03160 0.05639
H 0.53250 -2.63394 -1.63486
H 1.11994 1.02281 -2.50813
H -1.20117 -2.81428 -1.00958
Si 0.93314 0.06824 -0.12280
H 1.37361 2.66380 -0.51532
H -0.68344 2.47113 -1.45100
C -0.15399 -2.87036 -0.90409
H -0.82893 3.54508 -0.14519
H 2.99897 -1.19420 0.03892
H 0.83656 2.22122 1.13884
H -2.60930 2.22204 -0.01189
H 1.96691 -0.48345 -2.45117
H 2.33418 -1.46942 1.54351
H -0.17087 -0.96100 2.82681
C -0.61510 2.50890 -0.37636
H -1.99414 -0.77727 2.27607
C 2.41298 -0.70813 0.75661
H -1.72333 1.70618 1.37586
C 1.07914 0.05096 -1.99638
C -0.55706 -0.70382 0.61362
H 0.18988 -3.39475 0.04617
H 2.83808 0.15855 1.31469
C -0.98615 -1.21762 1.93741
*
```